#one
The following is a DFT calculation (ωB97M-V/def2-TZVPD) of a 6-piece molecular cluster, C45H104BN5 overall.

```
155
Properties=species:S:1:pos:R:3:mulliken_charge:R:1
B -0.3504 -0.8004 0.9101 2.26
H 0.2733 0.0649 1.3791 -1.49
H -0.5339 -0.6208 -0.2295 -0.44
H 0.2101 -1.8104 1.0524 -0.34
H -1.4087 -0.8720 1.3969 -0.26
C 1.3475 -3.3639 -6.6572 -1.40
C 2.0299 -3.9757 -5.4446 -0.30
C 2.7734 -2.9004 -4.6512 -0.45
N 3.5439 -3.4512 -3.4734 0.20
C 4.2910 -2.2743 -2.8217 -1.22
C 3.3367 -1.2125 -2.2009 -0.51
C 2.3624 -1.7930 -1.2162 1.85
C 1.6367 -2.9805 -1.8295 -0.26
C 2.6471 -3.9943 -2.3289 -1.44
C 4.5136 -4.5198 -3.8496 -1.01
H 0.4993 -2.7291 -6.3890 0.33
H 0.9430 -4.0864 -7.3639 0.41
H 2.0391 -2.7431 -7.2300 0.35
H 2.6566 -4.8255 -5.7169 0.34
H 1.3038 -4.4412 -4.7699 0.26
H 2.0033 -2.2582 -4.2348 0.05
H 3.4393 -2.2756 -5.2436 0.55
H 4.8765 -1.7664 -3.5854 0.48
H 4.9362 -2.6789 -2.0449 0.35
H 2.8081 -0.7015 -3.0093 0.16
H 3.9942 -0.4777 -1.7311 0.55
H 1.6255 -1.0277 -0.9677 -0.81
H 2.8923 -2.1230 -0.3196 -0.72
H 0.9704 -2.6231 -2.6171 0.24
H 0.9722 -3.4705 -1.1161 0.43
H 2.2067 -4.8669 -2.8131 0.55
H 3.3430 -4.3752 -1.5837 0.52
H 5.2157 -4.7207 -3.0443 0.40
H 5.1230 -4.0878 -4.6454 0.40
H 3.9561 -5.3858 -4.1854 0.45
C -5.8464 -2.8439 -4.3245 -1.43
C -5.2575 -2.1457 -3.1291 -0.24
C -4.1777 -2.9593 -2.4112 -0.80
N -3.7571 -2.4054 -1.0630 0.40
C -4.7789 -2.6242 0.0684 -0.36
C -5.0585 -4.0824 0.3352 -0.84
C -3.7927 -4.8088 0.7497 -0.70
C -2.7502 -4.5960 -0.3523 -0.89
C -2.4621 -3.1320 -0.5815 -0.29
C -3.4725 -0.9549 -1.1009 -1.18
H -6.6939 -2.2882 -4.7224 0.37
H -6.0650 -3.8848 -4.0774 0.37
H -5.2236 -2.9385 -5.2210 0.36
H -6.0766 -1.8808 -2.4563 0.31
H -4.7843 -1.1916 -3.3840 0.24
H -3.2513 -3.1575 -2.9534 0.40
H -4.5174 -3.9817 -2.2476 0.48
H -5.6910 -2.1230 -0.2515 0.60
H -4.2712 -2.1609 0.9138 0.28
H -5.5353 -4.5401 -0.5355 0.33
H -5.8125 -4.2425 1.1096 0.45
H -4.0038 -5.8730 0.8497 0.46
H -3.3541 -4.4555 1.6855 0.23
H -3.0747 -5.1141 -1.2546 0.42
H -1.8203 -5.0823 -0.0455 0.48
H -1.8102 -3.0284 -1.4500 0.66
H -2.1185 -2.5415 0.2671 -0.25
H -3.0304 -0.6597 -0.1527 -0.23
H -4.4151 -0.4294 -1.2593 0.72
H -2.8203 -0.6793 -1.9279 0.54
C 2.2160 6.0172 -1.5784 -1.45
C 1.7509 4.6953 -2.2270 -0.04
C 0.3306 4.3612 -1.7815 -0.85
N -0.2034 3.0610 -2.3305 0.60
C -0.4729 3.1181 -3.8341 -0.67
C -1.6065 4.0755 -4.1571 -0.83
C -2.8310 3.6010 -3.4106 -0.69
C -2.6465 3.6000 -1.8908 -0.73
C -1.4520 2.7022 -1.5512 -0.21
C 0.7602 1.9257 -2.1611 -1.66
H 2.3132 6.0389 -0.4940 0.31
H 1.4074 6.7479 -1.7053 0.41
H 3.0645 6.4206 -2.1217 0.40
H 2.3844 3.9034 -1.8241 0.20
H 1.7236 4.7097 -3.3156 0.28
H -0.3473 5.1850 -1.9876 0.75
H 0.4334 4.2539 -0.6978 -0.05
H 0.5050 3.3286 -4.2711 0.62
H -0.6241 2.0923 -4.1725 0.40
H -1.3693 5.1250 -3.9527 0.28
H -1.6911 4.1772 -5.2421 0.49
H -3.7018 4.1547 -3.7654 0.46
H -3.0831 2.5685 -3.6808 0.19
H -2.5658 4.6050 -1.4762 0.35
H -3.5500 3.1551 -1.4727 0.52
H -1.2333 2.6803 -0.4863 -0.08
H -1.6977 1.6967 -1.8967 0.31
H 0.2762 1.0111 -2.4992 0.65
H 1.0403 1.7779 -1.1190 0.22
H 1.6395 2.0565 -2.7861 0.66
C -0.1930 5.4721 5.8098 -1.47
C -0.2628 4.0562 5.2484 0.21
C -1.6561 3.7420 4.7068 -0.83
N -1.8187 2.3658 4.0498 0.46
C -3.3112 2.0951 3.9689 -1.08
C -3.6301 0.7117 3.4563 -0.02
C -2.9163 -0.4247 4.1820 -1.18
C -1.4585 -0.1104 4.4678 0.93
C -1.2323 1.3135 4.9595 -1.00
C -1.1612 2.3277 2.7151 -0.39
H -0.6174 6.2055 5.1259 0.37
H 0.8708 5.6851 5.9016 0.41
H -0.7138 5.4787 6.7641 0.37
H 0.0833 3.3523 6.0067 0.33
H 0.4839 3.8925 4.4588 -0.05
H -2.0057 4.4516 3.9581 0.46
H -2.3814 3.7508 5.5198 0.46
H -3.7403 2.3847 4.9278 0.48
H -3.7519 2.8312 3.2908 0.57
H -4.6965 0.4832 3.3915 0.58
H -3.4393 0.7474 2.3750 -0.12
H -3.3484 -0.5380 5.1810 0.44
H -3.0513 -1.3440 3.6178 0.29
H -1.0142 -0.7955 5.1930 0.64
H -0.8400 -0.2924 3.5784 -0.91
H -1.6812 1.4095 5.9503 0.48
H -0.1762 1.5412 5.0733 0.44
H -1.3561 3.2617 2.1871 0.39
H -1.4012 1.4813 2.0759 -0.42
H -0.0865 2.3088 2.8825 0.09
C 2.7906 3.7667 1.6572 -0.97
C 3.5795 2.5095 2.0830 -0.30
C 2.6739 1.4435 2.6999 0.61
N 3.3853 0.1874 3.1162 0.82
C 2.3104 -0.7671 3.6899 0.13
C 2.8840 -2.1712 3.8692 -1.09
C 3.5284 -2.6712 2.6029 -0.10
C 4.7068 -1.8223 2.2136 -0.95
C 4.2731 -0.3501 2.0384 -0.34
C 4.2658 0.5345 4.3169 -1.01
H 3.2647 4.3552 0.8723 0.47
H 2.5755 4.4459 2.4799 0.38
H 1.8556 3.4438 1.1795 -0.06
H 4.2890 2.8418 2.8394 0.28
H 4.0897 2.1425 1.1951 0.31
H 1.8455 1.2192 2.0193 -1.21
H 2.0928 1.7983 3.5565 0.11
H 1.5519 -0.7644 2.8974 -0.39
H 1.7202 -0.3921 4.5258 0.37
H 2.0610 -2.7845 4.2363 0.56
H 3.6316 -2.1895 4.6676 0.33
H 2.7998 -2.6537 1.7818 -0.13
H 3.7328 -3.7373 2.7178 0.42
H 5.1670 -2.1472 1.2814 0.45
H 5.4849 -1.8549 2.9789 0.43
H 3.8175 -0.1416 1.0702 0.27
H 5.1815 0.2526 2.0526 0.24
H 4.8195 -0.3746 4.5254 0.55
H 3.6649 0.8290 5.1711 0.26
H 4.9373 1.3359 4.0280 0.41
```

* highest occupied orbital energy: -0.665 hartree
* LUMO level: -7.98 eV
* charge: +4

***

#two
The following is a DFT calculation (ωB97M-V/def2-TZVPD) of a 6-piece molecular cluster, C45H104BN5 overall.

```
155
Properties=species:S:1:pos:R:3:mulliken_charge:R:1
B 1.1691 -0.6481 0.1234 2.47
H 1.4449 -0.4664 1.2977 -0.46
H -0.0441 -0.6083 0.0318 -1.00
H 1.7006 0.1838 -0.5787 -0.71
H 1.5873 -1.7406 -0.1929 -0.35
C -1.3218 -4.8113 6.3059 -1.38
C -1.1871 -4.8228 4.7582 -0.09
C 0.2571 -4.5047 4.4122 -1.00
N 0.5982 -4.3768 2.9397 0.64
C 2.0951 -4.4570 2.8737 -0.82
C 2.6712 -4.4552 1.4587 0.14
C 1.9157 -5.3664 0.4716 -0.86
C 0.3994 -5.4583 0.6958 -0.41
C -0.0132 -5.5149 2.1559 -0.70
C 0.1352 -3.0461 2.4840 -1.17
H -1.4816 -5.8180 6.6847 0.37
H -2.2250 -4.2664 6.5848 0.35
H -0.4906 -4.3355 6.8228 0.41
H -1.9164 -4.1092 4.3729 0.20
H -1.4198 -5.8197 4.3922 0.41
H 0.8814 -5.2674 4.8767 0.42
H 0.5672 -3.5612 4.8640 0.42
H 2.4472 -5.3225 3.4350 0.55
H 2.4672 -3.5919 3.4262 0.46
H 3.6970 -4.8122 1.5105 0.53
H 2.6399 -3.4251 1.0935 -0.33
H 2.2599 -6.3870 0.6483 0.39
H 2.1482 -5.0493 -0.5404 0.34
H 0.1346 -6.4663 0.3438 0.53
H -0.2945 -4.8871 0.0766 -0.22
H 0.2324 -6.4377 2.6751 0.52
H -1.0817 -5.3182 2.2323 0.55
H -0.9395 -3.0055 2.6578 0.34
H 0.3932 -2.9197 1.4335 0.03
H 0.6200 -2.2371 3.0243 0.33
C -7.2142 -2.4520 -1.3604 -1.41
C -5.7767 -2.4498 -0.8609 -0.27
C -4.8669 -1.6821 -1.7972 -0.75
N -3.3969 -1.8491 -1.5894 1.07
C -2.9138 -3.2692 -1.7881 -0.85
C -3.0974 -3.7756 -3.2150 -0.95
C -2.4342 -2.8391 -4.2021 -0.85
C -2.8316 -1.3801 -4.0187 -0.86
C -2.6623 -0.9638 -2.5625 -0.54
C -2.9897 -1.3844 -0.2396 -1.59
H -7.2686 -2.7479 -2.4125 0.36
H -7.5472 -1.4096 -1.4531 0.36
H -7.9013 -3.0007 -0.7302 0.39
H -5.4222 -3.4701 -0.6979 0.25
H -5.7393 -1.9704 0.1238 0.27
H -5.0860 -0.6094 -1.8091 0.45
H -5.1260 -1.9384 -2.8272 0.45
H -3.4418 -3.8567 -1.0409 0.64
H -1.8525 -3.2617 -1.5266 0.41
H -4.1714 -3.8833 -3.3871 0.32
H -2.6771 -4.7804 -3.2297 0.50
H -2.6513 -3.1321 -5.2316 0.46
H -1.3431 -2.9311 -4.1595 0.32
H -3.8467 -1.1759 -4.3629 0.46
H -2.1652 -0.7637 -4.6237 0.34
H -2.9386 0.0741 -2.3708 0.51
H -1.5942 -1.0503 -2.3387 0.08
H -3.3416 -2.0651 0.5337 0.70
H -3.3060 -0.3548 -0.0930 0.37
H -1.8996 -1.4121 -0.1747 0.04
C -3.4162 -0.7762 5.9886 -1.25
C -3.1307 0.3486 4.9938 -0.23
C -1.6555 0.4193 4.6828 -0.68
N -1.2367 1.2912 3.5159 0.57
C 0.2584 1.5062 3.6116 -0.68
C 0.7814 2.5260 2.6247 0.62
C 0.0726 3.8735 2.7703 -1.10
C -1.4051 3.6291 2.5905 -0.13
C -1.9548 2.6315 3.6028 -1.01
C -1.6254 0.6293 2.2280 -0.36
H -4.4807 -0.9866 6.0386 0.42
H -2.9731 -0.6153 6.9696 0.38
H -2.9668 -1.7232 5.6515 0.11
H -3.4858 1.2710 5.4551 0.39
H -3.7495 0.1845 4.1069 0.35
H -1.1955 -0.5633 4.5647 0.20
H -1.1423 0.9029 5.5179 0.59
H 0.5044 1.8627 4.6122 0.56
H 0.6729 0.5130 3.4363 0.13
H 1.8540 2.6855 2.7625 0.48
H 0.7365 2.0924 1.6187 -0.66
H 0.2782 4.2742 3.7654 0.44
H 0.4632 4.5710 2.0307 0.46
H -2.0415 4.5082 2.7304 0.39
H -1.6568 3.2685 1.5907 -0.28
H -1.7989 2.9811 4.6247 0.44
H -3.0140 2.4510 3.4478 0.62
H -1.2921 1.1875 1.3667 -0.21
H -2.7128 0.5744 2.2468 0.64
H -1.2048 -0.3717 2.2733 -0.43
C -0.0551 6.1248 -6.7826 -1.32
C -0.1206 4.8367 -5.9440 0.01
C -0.7938 5.1387 -4.6138 -0.91
N -0.9763 3.9553 -3.6516 0.37
C -1.5225 4.5552 -2.3869 -1.31
C -1.6629 3.5758 -1.2277 -0.61
C -0.3224 2.8613 -1.0292 1.80
C 0.3124 2.2952 -2.2937 1.23
C 0.3843 3.3585 -3.3861 -1.40
C -1.8997 2.9758 -4.2517 -0.78
H -0.2529 7.0228 -6.1895 0.40
H -0.8578 6.1530 -7.5198 0.35
H 0.9105 6.2493 -7.2592 0.38
H 0.9181 4.5558 -5.7511 0.09
H -0.5819 4.0068 -6.4756 0.29
H -1.8124 5.4999 -4.7726 0.48
H -0.2239 5.9123 -4.1035 0.49
H -0.8661 5.3599 -2.0569 0.40
H -2.4531 5.0470 -2.6767 0.58
H -1.8020 4.2346 -0.3690 0.53
H -2.4941 2.8709 -1.2528 0.26
H 0.3691 3.5105 -0.4758 0.14
H -0.4514 2.0453 -0.3119 -1.30
H 1.2863 1.9052 -2.0074 -1.29
H -0.3038 1.4273 -2.5420 -0.14
H 1.0266 4.1638 -3.0343 0.39
H 0.7436 2.9045 -4.3040 0.70
H -1.4370 2.5511 -5.1363 0.34
H -2.8654 3.4487 -4.4048 0.34
H -2.0320 2.1417 -3.5652 0.32
C 4.3570 3.1370 -4.1531 -1.21
C 5.0682 2.9673 -2.8165 -0.12
C 4.7931 1.5682 -2.2688 -0.86
N 5.1022 1.3728 -0.8212 0.56
C 4.8290 -0.0990 -0.5452 -0.43
C 5.2578 -0.5026 0.8506 -0.38
C 6.7107 -0.1385 1.1245 -0.96
C 6.9811 1.3180 0.8138 -0.83
C 6.5546 1.7325 -0.5801 -0.65
C 4.2122 2.1937 0.0317 -0.93
H 4.5807 2.3250 -4.8509 0.40
H 4.6370 4.0639 -4.6495 0.46
H 3.2635 3.1109 -4.0716 0.03
H 4.7560 3.7385 -2.1091 0.31
H 6.1215 3.1520 -3.0306 0.37
H 5.3583 0.8632 -2.8776 0.57
H 3.7360 1.3370 -2.4227 0.28
H 5.2882 -0.7438 -1.2915 0.47
H 3.7443 -0.1854 -0.6584 -0.04
H 5.2052 -1.5960 0.8806 0.39
H 4.5389 -0.1884 1.6080 0.25
H 7.3340 -0.6973 0.4153 0.31
H 7.0401 -0.4007 2.1262 0.47
H 8.0273 1.6035 0.9573 0.46
H 6.5292 2.0011 1.5490 0.32
H 7.1205 1.1858 -1.3346 0.37
H 6.6766 2.8080 -0.6565 0.49
H 4.1823 1.7867 1.0340 0.55
H 3.2124 2.1579 -0.3980 -0.20
H 4.5923 3.2094 0.0952 0.45
```

* highest occupied orbital energy: -0.657 hartree
* LUMO level: -7.88 eV
* charge: +4

***

The structure with the greatest stability is #two.